Record 1
The following is a DFT calculation (ωB97M-V/def2-TZVPD) of C33H32Br2CrN8OS2 as an isolated structure.

Output
Electronic energy ... -238876.463 eV
LUMO energy (spin up / spin down) ... -5.50 / -5.66 eV
Total charge ... +2
Multiplicity ... 5
Orbital gap (spin up / spin down) ... 7.15 / 7.09 eV
Highest occupied orbital energy (spin up / spin down) ... -0.4648 / -0.4688 Ha

Cartesian coordinates (Å):
N: -0.11544 2.69134 1.29399
Br: -1.52199 -4.67238 -5.35418
H: 3.16853 2.17958 5.70061
H: -2.90869 -1.47363 1.54121
H: -2.46528 -1.51011 3.48080
C: 0.20863 -3.70121 1.10592
C: 1.66075 3.54082 -3.41111
C: -3.12975 -0.86407 0.67971
C: 0.04556 2.12856 -2.39803
H: 4.32112 -0.03078 3.25791
H: -2.38837 -2.69831 -0.88577
C: -0.61916 3.59386 -4.24671
N: -0.56747 1.21126 -1.54449
H: -1.23898 3.19678 4.41851
Br: 5.11583 -0.77971 -4.44603
S: 1.49664 -0.16990 1.84632
H: 1.04959 3.68387 4.86467
C: -1.22030 3.26052 3.33838
C: 3.92476 -0.12545 -1.96369
C: -0.63715 -4.95594 0.99576
H: -1.19666 -1.45651 4.68440
H: -0.93911 -5.33572 1.97188
C: -1.11443 3.28644 0.63907
C: 1.55983 -1.39640 -2.46833
H: 1.06445 -3.87237 1.76326
C: 2.56222 -1.42948 -3.41603
H: 2.67133 3.92847 -3.47296
H: -1.18933 -3.56403 3.27195
C: 1.44626 2.76201 4.47409
C: -1.83853 1.21038 -1.87606
H: -3.08452 4.30391 3.17598
N: 0.92925 2.14732 3.32667
C: 3.61714 -0.08649 4.08525
C: -1.71832 -2.75861 -1.73229
C: -0.91159 2.64323 -3.27345
C: -2.24960 3.86676 2.64257
H: 0.59640 -3.42178 0.12970
C: 0.68866 4.02758 -4.30318
C: 0.01777 -2.88384 -3.79219
H: 0.96931 4.77461 -5.03568
Cr: -0.11937 -0.44199 -0.27827
C: -1.38240 -1.46132 3.60981
H: 2.95885 0.37719 -0.12215
H: -2.96325 4.37778 0.67109
C: 3.75609 -0.77453 -3.16634
N: -2.21520 -0.22916 0.00485
H: -3.00203 2.19839 -3.32845
H: 0.71931 -2.92152 -4.61307
H: -1.01901 -0.52498 3.18820
H: -0.06065 -5.74075 0.49934
C: -4.11929 0.28859 -1.19276
H: -1.53747 -4.76771 0.40459
O: -0.51583 -2.55776 1.58707
C: -0.65612 -2.64713 3.01388
C: -1.15295 -3.61556 -3.85945
H: -1.02925 3.29264 -0.44324
C: -2.78117 0.43813 -1.07387
N: 2.62164 0.97629 3.98415
C: 2.87106 -0.12789 -1.07222
C: 0.27630 -2.12377 -2.66457
H: 4.84865 0.38337 -1.72223
H: -1.37917 3.97660 -4.91717
N: -0.59612 -2.03532 -1.65152
C: -2.03974 -3.56841 -2.80199
H: 2.43035 -1.96641 -4.34428
C: -0.17229 2.71190 2.60911
S: -4.70516 -0.69747 0.06887
C: 1.66410 1.03451 3.03012
H: 0.34826 -2.71260 3.43918
C: -2.19275 3.89360 1.25801
H: 3.12717 -1.05628 4.05967
H: 2.10344 2.25579 -1.74758
H: -2.95027 -4.15200 -2.80752
C: 1.35899 2.59861 -2.45220
N: 1.69810 -0.73533 -1.30039
H: 4.14844 0.02999 5.02522
H: -4.78354 0.70500 -1.93886
C: 2.48800 2.03094 4.87797
N: -2.10505 2.03796 -2.90148

---

Record 2
The following is a DFT calculation (ωB97M-V/def2-TZVPD) of C33H32Cl2N5O3PTc as an isolated structure.

Output
Electronic energy ... -84855.015 eV
LUMO energy (spin up / spin down) ... -6.91 / -6.50 eV
Total charge ... +2
Multiplicity ... 2
Orbital gap (spin up / spin down) ... 5.73 / 6.27 eV
Highest occupied orbital energy (spin up / spin down) ... -0.4642 / -0.4696 Ha

Cartesian coordinates (Å):
H: -4.38445 5.23687 0.81785
H: -3.35650 -3.96561 -2.73228
H: -5.02942 0.42521 -1.19117
C: 0.48888 1.59832 -2.47754
C: 0.51752 0.19760 -3.10751
H: 5.28152 -1.30552 0.24152
C: -3.06907 1.66944 0.16287
H: 5.78110 0.51939 1.84809
C: -3.58403 2.42674 -0.88900
C: -0.80958 -1.46361 1.14353
N: 0.26557 -0.82298 -2.04129
C: -5.44890 -1.33690 -2.32691
C: 3.72009 1.14286 1.99820
C: -0.35329 -2.45497 2.01934
N: -1.00218 5.05116 -5.51924
C: 0.12905 0.52337 -5.65452
H: -0.32080 2.79467 -4.80496
P: -2.30971 0.06859 -0.10639
C: 3.85655 2.20899 2.93269
C: -4.00795 4.23865 0.63323
Cl: 0.11730 3.45702 3.48071
C: -0.74287 1.50714 -6.43022
H: -3.43477 3.91145 2.67553
H: 2.94615 -1.65311 -0.51122
C: -2.93972 -1.34083 2.37868
H: -1.31815 5.94330 -5.85236
H: -1.97677 4.87837 -7.86088
C: -1.18050 -2.86449 3.05350
H: -5.62013 -3.19814 -3.38070
H: -3.05309 -2.64435 4.07801
C: 2.76178 2.90191 3.36065
C: -2.44819 -2.30649 3.24548
H: -1.96467 -2.57968 -1.28354
N: 2.17506 -0.12596 0.62251
C: -3.70755 -2.98638 -2.42910
C: -2.89811 -2.17128 -1.65370
C: -3.00182 2.21321 1.44563
H: -1.38170 0.57733 -4.06271
C: -3.47789 3.49496 1.67725
C: 4.49639 -0.66725 0.61933
C: -3.34127 -0.91585 -1.23106
C: -1.16290 3.93560 -6.23731
H: -0.61352 -1.27714 -2.24344
H: -0.71424 -1.00195 -4.38739
N: -1.72239 3.99888 -7.44721
H: -6.45590 -1.01761 -2.56613
H: -3.92629 -0.91329 2.51215
H: -1.75762 1.11308 -6.53923
C: 1.28826 1.56353 1.98807
O: 0.09427 1.17660 1.53110
Cl: 5.42126 2.62103 3.52387
H: -0.31934 1.64487 -7.42795
H: 1.11006 0.98275 -5.51216
C: 1.47047 2.57785 2.89383
H: -0.53054 5.01486 -4.62905
H: -3.62860 2.01950 -1.89346
O: 0.45213 2.59407 -3.19590
C: 2.42456 0.86047 1.53231
H: 1.53776 0.04905 -3.46465
H: 0.96671 -1.54896 -2.11219
C: -4.05684 3.70606 -0.64901
H: -0.83369 -3.62476 3.74311
H: -1.88496 3.16830 -7.98537
N: -0.76806 2.78503 -5.72936
C: -4.63901 -0.52007 -1.54945
C: 3.18330 -0.86549 0.19339
C: 4.76778 0.34091 1.51145
O: 0.53109 1.61710 -1.18964
H: 2.87467 3.70953 4.07262
Tc: 0.10801 0.00043 -0.00685
H: 0.63950 -2.88117 1.92552
C: -2.11353 -0.96751 1.33072
C: -0.44985 0.05298 -4.29759
C: -4.98185 -2.56112 -2.78113
H: -2.57079 1.64271 2.25996
H: 0.28727 -0.34365 -6.29346
H: -4.47252 4.28773 -1.46236

---

Record 3
The following is a DFT calculation (ωB97M-V/def2-TZVPD) of C33H32ClNO5P2Rh as an isolated structure.

Output
Electronic energy ... -80570.001 eV
LUMO energy (spin up / spin down) ... 2.75 / 2.75 eV
Total charge ... -1
Orbital gap (spin up / spin down) ... 6.41 / 6.41 eV
Highest occupied orbital energy (spin up / spin down) ... -0.1345 / -0.1347 Ha

Cartesian coordinates (Å):
H: -1.53681 -1.65174 4.47463
C: -0.75867 -2.63079 -0.45279
C: 0.95239 -1.72516 2.30866
C: 0.28926 -2.33384 3.36093
H: 0.60183 -5.87336 -2.03693
H: 6.46478 -0.69162 -1.18163
H: -6.32114 -0.44622 0.73766
C: -0.79780 -1.48569 3.70290
H: -2.00579 -0.13446 -1.64928
H: 3.05870 -1.72883 1.84646
C: -3.22384 3.45128 1.18187
H: 2.81198 4.16436 1.13422
C: -3.05596 0.29170 0.16384
C: -4.28228 0.21266 0.82094
C: 2.00686 3.57940 0.67455
P: 1.69554 -1.36937 -0.16649
H: -3.25014 6.44446 -0.40712
O: 1.96084 0.96612 -3.98043
C: -0.73920 -0.40102 2.84186
H: 0.54485 -3.27780 3.82169
H: 4.50774 -0.85839 0.30631
H: -4.55133 5.13514 1.23950
H: 4.01968 -1.83020 -4.50612
O: 2.74599 2.17549 2.26398
H: -1.82101 -5.65047 -1.56872
C: 2.92589 0.93368 2.95807
O: 0.27859 2.54020 -3.40151
C: 3.16514 -1.50598 -1.23858
H: -0.48356 3.19731 -0.77039
H: -1.12629 -1.72223 0.00698
H: -3.79340 2.89403 1.91892
C: 0.59519 -2.72926 -0.74567
H: -1.17155 5.49058 -1.36310
H: -2.68177 -3.57437 -0.51203
C: -1.14506 -4.83727 -1.32793
C: -1.75739 4.92309 -0.65066
H: 1.97277 0.48860 3.22062
H: 1.05772 4.10152 0.80567
H: 2.14013 -4.02497 -1.50097
C: 3.03899 -1.75169 -2.60425
C: -3.64241 4.72273 0.81611
H: -6.10916 -1.39296 -1.53957
H: 3.47938 0.24851 2.32293
H: 2.06980 -2.00147 -3.01736
C: 1.91821 2.21057 1.27074
C: -5.37518 -0.39078 0.21229
Cl: 1.00778 1.36832 -2.97882
C: 1.08057 -3.91647 -1.30167
C: 4.40757 -1.10496 -0.74560
C: -2.95657 -0.21476 -1.12909
C: -5.25681 -0.91948 -1.06674
H: -2.62246 0.62229 3.03579
Rh: 0.75101 0.76688 0.28529
C: 4.13796 -1.64015 -3.44632
C: 2.11946 -2.12963 1.45801
C: 5.50623 -0.99710 -1.58505
C: -2.90951 5.46204 -0.10282
C: 0.21265 -4.96004 -1.60057
H: -3.94943 -1.21503 -2.74308
C: -1.35595 3.63654 -0.30142
H: 2.18486 3.48676 -0.39774
P: -1.56349 1.13043 0.84338
H: 6.22312 -1.15546 -3.60382
C: -2.07743 2.88732 0.62243
H: -1.20146 1.67908 3.14849
H: 3.50574 1.16031 3.84972
H: -4.39533 0.61636 1.82027
C: 5.37238 -1.26446 -2.94124
N: 0.33196 -0.54196 2.01105
O: 0.09155 0.28316 -2.70498
C: -4.04954 -0.82121 -1.73877
O: 1.76347 1.71805 -1.74201
C: -1.62778 -3.67571 -0.74460
H: 2.21520 -3.21033 1.35849
C: -1.61827 0.79773 2.65061

---

Record 4
The following is a DFT calculation (ωB97M-V/def2-TZVPD) of C33H32N3O3PPbS as an isolated structure.

Output
Electronic energy ... -70713.729 eV
LUMO energy ... -5.92 eV
Total charge ... +2
Orbital gap ... 6.85 eV
Highest occupied orbital energy ... -0.4693 Ha

Cartesian coordinates (Å):
H: -1.34862 3.66673 -5.81473
H: 0.77851 -4.91020 -0.35087
C: -3.44895 -2.90130 1.74219
H: -0.56287 3.66525 5.33499
H: -3.56912 -3.96810 1.63641
H: -2.04014 3.63797 -3.38497
C: -0.49140 0.44548 4.32075
H: -1.46930 -3.96210 -3.00115
O: -0.34062 3.50194 2.43494
C: 1.71927 3.90909 -4.39747
H: -2.97793 0.95688 2.17744
H: 0.39351 -0.18974 -6.45359
H: 0.82783 -3.25594 0.40052
C: 2.12602 0.11519 -5.10307
N: 0.18859 0.53695 -3.14900
P: -0.44445 -0.32001 2.74912
C: -4.55687 -2.04889 1.69144
C: -3.13191 -0.12562 2.10753
N: -0.17147 -3.39125 -1.44140
H: 0.60154 -3.04156 3.20206
H: -5.54269 -2.44147 1.45321
H: -0.76716 0.00473 7.65884
S: 1.94049 0.99381 -1.16730
H: 0.26201 -3.98677 -3.41278
H: 1.01144 3.91826 -6.43937
C: -0.45002 1.84661 4.20820
H: -0.45879 -5.28246 -2.37697
C: -2.16925 -2.38657 1.98594
H: 2.02721 0.82638 1.81600
C: -1.99422 -0.99708 2.22360
O: -0.42637 -1.31210 -0.51674
C: 0.01416 3.87596 -2.69530
C: -0.64865 1.91093 6.61525
C: -0.68804 0.51340 6.69746
Pb: -0.72044 1.14014 -0.93626
C: -0.61018 -0.23651 5.54323
H: -1.19944 4.36632 -1.11813
H: 3.51973 0.44165 -3.50453
N: -0.35855 3.83750 -1.29960
H: 1.91162 -3.64101 -0.95405
C: 2.69575 -2.91307 2.68792
C: -0.16589 0.23336 -4.42918
C: 0.73304 3.85879 -5.39349
C: 2.21093 -0.21883 2.01786
C: 0.75081 0.02222 -5.45146
C: -0.60389 3.74425 -5.02197
H: -1.23968 0.17302 -4.61447
C: 3.75337 -2.06861 2.31982
O: -0.39717 1.24011 1.92976
H: 2.84989 -3.96847 2.89022
H: 4.76476 -2.43978 2.29012
H: 0.37453 4.16489 -0.68458
C: -0.40423 2.34224 2.82131
H: 4.30057 -0.08459 1.65364
H: 2.13111 3.93107 -2.28360
C: 1.48779 0.61345 -2.78742
H: 2.77160 3.95415 -4.68232
C: 3.49465 -0.72739 1.96974
C: -0.46637 -4.21503 -2.60873
H: 2.88279 -0.04543 -5.84266
C: -0.70246 -2.18360 -1.38487
H: -1.30828 -3.07322 1.96270
H: -1.40712 -1.91680 -2.19943
H: -0.65829 -1.32526 5.55408
C: 1.12794 -1.05145 2.44863
C: -0.98530 3.72708 -3.67765
C: 0.90857 -3.81906 -0.52935
C: 2.48625 0.39700 -3.78860
C: -0.55887 2.58165 5.38581
H: -0.69053 2.53413 7.48500
C: 1.37394 3.91348 -3.05347
C: -4.38735 -0.66970 1.88503
C: 1.39087 -2.40511 2.79788
H: -5.24819 -0.01794 1.85189

---

Record 5
The following is a DFT calculation (ωB97M-V/def2-TZVPD) of a 5-piece molecular cluster, C33H33BO18 overall.

Output
Electronic energy ... -72283.081 eV
LUMO energy ... -1.73 eV
Orbital gap ... 7.61 eV
Structure (SMILES) ... O=C1C=C(O)C(=O)C=C1O.O=C1C=C(O)C(=O)C=C1O.O=C1C=C(O)C(=O)C=C1O.O=C1C=C(O)C(=O)C=C1O.BCCCCCCOC(=O)C=C
Highest occupied orbital energy ... -0.3431 Ha

Cartesian coordinates (Å):
O: 2.89025 0.63080 1.61941
C: 0.69689 1.27694 -1.28855
H: 3.90473 -1.26167 -6.90713
C: 8.20116 1.48057 -0.91550
C: 6.20478 1.81044 -2.46087
C: -6.92906 -2.52182 -1.09774
H: -2.45268 1.02104 5.92054
H: -0.53388 -0.40580 5.53493
C: 3.52720 -0.40302 -4.99794
O: -6.11939 -0.80668 0.25900
O: 3.24132 0.39940 -2.82737
C: 2.49942 1.22905 0.50035
H: 4.55171 -1.68982 -1.88809
H: -1.64005 2.32586 4.08691
H: 2.58138 1.14602 -4.59873
H: -10.66722 -0.67471 -2.62440
H: 9.82700 0.32604 -1.65673
C: -2.02601 1.33238 3.83916
C: 8.84548 0.74322 -1.83097
C: 4.43676 -1.62632 -2.96127
C: -5.87467 -0.42867 3.33824
O: 5.61434 -3.60912 -3.39795
O: 0.98277 2.86325 -2.99668
H: -7.81795 -3.98654 -2.35820
H: 0.92558 -2.15995 5.05279
H: -7.35600 1.06869 3.27522
H: 8.02290 2.30622 0.73421
C: 2.66927 2.79679 -1.31555
H: 7.02181 0.24080 -5.02163
C: 4.93865 -2.54590 -3.79892
O: -9.92746 -2.51471 -2.97477
O: -7.43551 1.44311 5.92402
C: -9.08998 -0.78130 -1.66173
H: -1.53565 -1.41212 4.52087
H: 5.22570 2.23730 -2.63357
H: -3.99007 2.74863 5.44844
C: 0.57898 -1.65872 4.14708
C: -6.48832 1.09075 5.26712
O: -10.15564 -0.09044 -2.03112
H: 2.20956 -0.04369 1.81073
C: -7.87150 -2.99948 -1.92169
C: -0.64133 -0.77777 4.51303
H: -8.19438 0.68631 -0.40817
H: 1.64801 3.55760 -3.17466
H: 5.86099 -4.09720 -4.20825
H: -5.34396 -2.62859 -0.14343
H: 0.09548 1.00645 3.60839
H: -2.59644 1.45401 2.91430
C: 1.37718 2.26877 -1.87514
H: -0.40765 -2.42219 2.10686
H: 0.06094 -3.90296 3.46278
C: 3.71477 -0.49792 -3.50433
C: 4.77502 -2.44036 -5.29710
C: -4.21315 1.77711 4.99877
O: -5.23422 1.14160 5.78076
O: 8.70436 -0.19063 -3.99569
H: -4.54948 1.97378 3.98055
H: -5.58679 -1.32118 3.88578
C: 1.21391 0.68962 -0.07065
C: 8.21072 0.48104 -3.10934
H: 4.11009 2.60332 0.29860
C: 6.84785 1.07158 -3.37326
O: 0.68043 -0.22616 0.53132
H: -0.22791 0.88656 -1.68946
C: -2.96580 0.90465 4.96445
H: -0.90127 0.03262 2.53759
C: 6.83050 2.05076 -1.17530
C: 3.18130 2.21657 -0.09208
H: 1.38933 -1.06929 3.71118
B: 0.05782 -2.74982 3.15640
C: -7.01783 -1.14243 -0.49334
C: -0.81221 0.40018 3.56103
C: -6.60017 0.56812 3.87848
H: -5.54210 -0.32779 2.31339
O: 6.29572 2.68082 -0.28233
H: -3.30428 -0.12643 4.84720
O: 8.69748 1.76641 0.27932
O: 3.21860 3.68654 -1.94224
O: 5.28337 -3.31641 -5.97061
C: 4.03052 -1.32036 -5.83548
O: -5.85155 -3.20711 -0.74397
O: 2.83128 0.64896 -5.40117
O: 6.35014 0.79012 -4.57171
C: -9.01436 -2.17028 -2.24931
C: -8.14750 -0.30543 -0.83510